# C44H67Cl2F24N13O16S6

A structure of composition C44H67Cl2F24N13O16S6 at a distorted geometry (the ωB97M-V functional and the def2-TZVPD basis, the OMol25 dataset).

Positions of all 172 atoms, in Å:
F: 0.218067 4.732203 3.905781
H: -1.083458 0.899323 -2.732883
H: -3.550502 -1.796778 -5.156509
N: 4.905753 1.692917 5.184148
C: 5.636948 5.877808 0.056778
H: 0.510952 1.169877 0.390100
O: 5.545259 1.168541 -7.806416
H: 4.723148 5.834232 3.274486
H: -4.252220 -3.646100 1.317109
C: -6.896556 1.260479 -6.201205
F: 4.169733 -2.131546 -8.997693
S: 4.302433 0.872343 3.983484
H: -4.271943 2.165387 -6.486892
F: -1.124758 3.069593 -4.519256
C: -2.125778 -4.342150 -0.518377
H: -5.823667 6.528374 -3.077180
Cl: 3.252092 -4.378878 1.089269
H: -1.426641 -7.034819 6.356072
O: -3.093716 -0.147327 5.793149
O: 1.976346 3.053081 1.317366
H: -7.600222 0.490244 -6.547284
C: -1.323953 -3.428540 1.318096
C: 5.638887 4.781613 -0.695818
H: -2.719383 -4.517296 -1.422564
C: 5.190784 -0.690571 4.059201
N: 4.915584 5.587663 1.182377
F: 2.787594 -0.299938 -3.709825
C: -3.499536 3.443911 -4.568872
C: 4.551977 4.336336 1.142632
F: -2.082424 3.661347 -2.668484
C: -2.070543 3.873544 -4.004362
F: -1.730524 5.142313 -4.278520
H: -3.645026 3.121264 1.778683
N: -0.100042 -0.143133 -1.135984
H: -1.524554 -0.139051 -5.512779
H: -2.717847 3.104788 0.407322
O: -0.308140 2.990533 1.465932
N: 4.897499 3.807946 0.019053
H: -0.868772 -5.793639 -2.014105
H: 2.596014 -5.642838 2.957282
C: 4.602437 2.471710 -0.522201
O: -2.797778 -0.024357 3.297012
S: -4.063674 -2.977448 4.721498
N: 1.528905 -0.725907 0.148365
N: 1.199717 -4.508716 4.073714
F: -3.009844 -4.174814 6.632943
O: 2.964415 0.313096 4.138100
F: 0.733878 5.512397 1.941325
F: 1.914069 1.700244 -4.004078
F: 5.623779 -0.701694 -9.847193
N: -5.641822 0.551167 -6.067925
N: -0.909780 -4.766233 -0.302546
C: -0.334098 -4.144647 0.771835
N: -2.726305 -2.438904 4.451080
H: -2.755696 1.614980 1.550400
H: 1.661670 -2.592625 4.995089
N: 3.842970 -0.143830 -6.509237
H: 5.704171 7.043361 2.516535
C: 1.358813 -1.767693 -0.765067
H: 3.921130 2.652555 -1.365512
F: 3.551875 -0.088290 -9.390123
C: -0.646931 -0.563709 4.675954
H: -8.202857 2.517479 -5.040612
C: 4.779870 6.470955 2.389016
H: -4.297578 -2.891721 -0.231385
H: -2.749586 -7.988051 5.636284
O: 4.673874 1.330567 2.672892
C: 0.356505 -1.378232 -1.609394
C: -1.783054 -6.538932 4.254844
F: 2.289994 4.763242 3.313732
H: 3.973398 2.022871 0.235999
H: 6.084025 6.860257 -0.026275
H: 3.903274 7.088665 2.272482
C: -3.711239 -2.951787 0.678877
H: -3.347067 0.067901 -2.153197
C: -5.846653 5.593071 -2.528638
F: -5.189719 -4.192136 6.757238
F: 1.101625 0.102482 -5.109825
F: 6.597695 3.777277 6.687290
H: 3.052862 -3.592565 4.547603
C: -0.016028 -7.012447 -0.371095
H: 2.176649 -2.770130 3.299021
H: 0.474043 -7.749311 -1.026900
O: -4.404890 4.602452 -4.190462
H: -3.809378 2.587096 -3.896217
C: -5.454648 -0.697104 -5.489276
S: 3.371831 1.223326 -5.715523
C: 0.923704 3.103774 2.202376
C: 5.930336 1.764975 -0.850047
H: -0.107311 -1.813033 -2.493963
H: 1.980489 -2.644419 -0.703518
O: 6.130372 -1.141256 -7.194147
C: 1.029013 4.560973 2.885568
H: 0.824041 2.353520 3.052940
H: 6.473707 2.281506 -1.669399
F: -0.278812 -1.121376 5.774478
H: 0.608418 -6.803207 0.506164
C: -4.465777 1.060687 -6.360279
N: -2.403250 -3.498120 0.446960
C: 2.169387 0.537137 -4.569576
C: 2.549631 -0.668442 1.187931
O: 3.019807 3.328949 5.829141
C: -4.598271 4.814604 -2.766436
C: 0.633054 -6.542669 3.430982
O: -5.227859 -2.159623 4.569718
O: -4.175069 -4.298231 4.144970
F: 6.548464 -0.521213 4.118390
F: 4.828498 -1.409650 5.125411
H: -5.810011 5.836692 -1.469871
N: -3.522916 0.198983 -6.015442
C: -4.122374 -0.912264 -5.454809
H: 5.822671 0.787186 -1.311766
C: -7.322235 1.890727 -4.870025
C: -2.479759 -0.273682 -1.568644
H: 0.800561 -5.326155 -1.443145
H: -7.604407 1.109046 -4.172663
C: -1.766105 -7.532658 5.449081
H: -2.264190 -1.263332 -1.966958
H: -2.725128 -0.227268 -0.498652
C: -2.694862 2.690897 1.416460
C: -0.035372 -4.725474 4.440182
H: -0.674126 -4.004915 4.921413
H: 3.013836 -1.645530 1.282673
N: -0.421592 -5.931876 4.106176
C: -0.180417 -5.711618 -1.157868
S: 4.404909 3.217736 5.376854
S: 5.108228 -0.136684 -7.394480
F: -0.515133 0.723289 4.830440
S: -2.593305 -0.684725 4.575827
H: -1.895616 -0.201697 -7.190006
H: -6.785408 5.035979 -2.647403
H: -4.666939 3.859070 -2.243268
H: -1.858262 1.425946 -6.414026
H: -1.319809 -2.755344 2.154911
C: 4.572301 -0.851769 -8.988023
C: 1.648064 -5.661154 3.459846
O: 4.992907 4.181759 4.399820
H: -6.289605 -1.259903 -5.137796
H: -1.334391 1.620111 -1.175791
C: 2.059078 -3.285583 4.252489
H: -1.407167 2.760607 3.144905
H: 0.557537 -7.572819 3.080830
H: 0.717032 -4.363019 0.973759
Cl: -1.782758 -3.495480 -3.925486
H: 4.080730 3.804392 1.959924
O: 2.539449 2.179336 -6.469581
H: -2.084142 -6.951338 3.290011
C: -1.290377 0.651159 -1.700830
H: -1.651098 4.339410 2.326767
H: 3.292442 0.094230 0.925234
H: -6.574995 2.610408 -4.518653
F: -0.106437 -1.014790 3.636330
O: -3.405337 3.252391 -5.862772
H: 6.563122 1.762292 0.041172
C: -1.496881 3.267360 2.167280
F: 4.968022 3.061826 7.886010
H: -1.058400 -8.317559 5.169129
F: 4.931748 5.042794 7.115728
C: -4.142944 -3.465865 6.424094
H: -1.001920 -7.402302 -0.099733
C: -2.096201 0.367367 -6.281116
H: 6.077023 4.551647 -1.638537
H: -2.518567 -5.736459 4.371118
F: -4.076358 -2.381865 7.277812
C: 5.343595 3.810327 6.893793
H: -3.737610 5.348287 -2.378383
H: -6.663044 2.068108 -6.894719
H: 2.180693 -0.252371 2.134350
F: 4.885859 -1.379484 2.990257
H: -3.675188 -1.964652 1.141896
O: 4.367862 1.750376 -4.748115
C: 0.607430 0.186080 -0.085427

Cartesian forces, eV/Å:
F -0.6214 0.5829 1.1501
H 0.3485 -0.1263 -0.3018
H -0.1061 0.3829 0.0898
N -0.5703 0.9429 -0.0514
C 0.2068 1.3792 0.2992
H 0.2057 -0.3445 0.2327
O 0.0442 0.4699 0.5204
H -0.3657 0.0561 -0.2983
H -0.0604 0.1690 0.3920
C 0.3017 0.1664 0.6455
F 0.3382 0.4068 -0.0316
S -0.9383 -0.9322 -0.5501
H 0.4795 -0.0086 -0.1852
F 0.2265 0.1263 0.2065
C -0.3781 0.1778 -0.9288
H -0.2760 0.0489 -0.2338
Cl -0.2962 0.0402 -0.1178
H -0.0164 0.0292 -0.0537
O -0.4338 -0.0398 0.1666
O -1.7493 -0.9609 1.8035
H -0.1468 0.7346 -0.2404
C -0.3448 1.4399 0.1029
C -0.6756 -1.3876 -0.0394
H 0.2884 -0.0304 0.4301
C 1.8076 0.1473 1.1932
N 0.6103 1.7806 1.9067
F -1.2917 0.0352 -0.2065
C 1.0450 1.6583 0.1665
C -1.4927 -1.1882 2.0830
F 0.6927 0.4040 0.3992
C -1.4197 -0.8122 -0.8431
F -0.0303 -0.4536 0.4372
H 0.3507 -0.2553 0.5378
N -0.9976 -0.0775 -1.4086
H 0.0397 0.2808 0.3583
H 0.4539 -0.6979 -0.4240
O -0.2283 0.2535 -0.5673
N 1.6408 0.3641 -2.4904
H 0.8033 -0.2538 -0.1249
H 0.3345 -0.1602 -0.0634
C -0.1072 0.2424 -0.0922
O -0.6447 -0.9233 0.8925
S -5.3003 -2.7145 -0.4069
N -0.2534 -1.0467 0.0873
N 1.5862 0.2900 -0.1577
F -0.0557 -0.4977 0.6257
O 0.4024 1.0922 0.2660
F 0.3084 -0.1056 0.8232
F -1.4494 0.5475 2.3607
F -1.0617 -0.4354 0.2327
N 0.0536 -1.0238 0.6046
N 2.1231 -0.5581 -1.2213
C 0.1833 -1.1835 0.0296
N 4.1048 4.8113 -0.6268
H 0.0540 -0.0717 -0.5816
H -0.2307 -0.3789 -0.0468
N -0.7294 1.0844 1.4059
H -0.2539 0.1102 -0.3671
C -0.2596 0.8894 -0.2673
H 0.4893 -0.2828 -0.0851
F -0.3223 -0.1864 -1.0180
C -5.3752 1.5263 1.7386
H -0.1345 -0.2225 -0.0671
C 0.6081 -0.9144 -0.4795
H 0.3411 0.1123 -0.3856
H 0.2935 0.2594 -0.1952
O -0.0956 0.6945 -0.0584
C -0.2607 0.2649 0.1993
C -0.0307 0.6280 0.7691
F -0.2636 0.4593 0.0387
H 0.1232 -0.4078 0.2549
H -0.0630 -0.3019 -0.3363
H -0.1304 0.2201 0.0605
C -1.0538 0.1277 0.5046
H 0.2341 0.2366 0.2610
C -0.2690 0.1917 0.7413
F -0.1284 -0.1275 0.0002
F -1.9509 -1.7963 -0.4162
F 2.8656 0.0193 0.1346
H 0.0611 -0.2628 0.1300
C 0.1482 0.0403 -0.7302
H -0.2063 -0.1880 -0.0366
H -0.0395 0.1810 0.4047
O 0.0289 -1.0482 0.3737
H -0.1127 0.1575 -0.4257
C -0.1076 0.4292 -0.0569
S 1.3839 0.9725 -0.6291
C 2.1294 1.2209 -1.1806
C -0.0796 0.6697 -0.7826
H 0.2337 -0.2397 0.3043
H 0.1023 -0.0604 -0.1058
O -0.1974 0.2973 1.6451
C 0.1672 -1.8055 -2.2953
H 0.5094 0.4197 -0.5284
H -0.2939 0.1633 0.5873
F 1.4389 -1.7789 1.6804
H -0.1529 -0.3045 -0.1403
C 0.0711 0.7952 -0.3652
N -0.2444 0.3711 0.9335
C 3.2002 1.2026 -0.0985
C 0.4495 1.0248 0.2112
O 1.4860 -0.1390 -1.1160
C 0.3464 -0.7615 -1.6143
C -0.4853 -0.4975 0.6493
O 0.0418 0.9339 -0.2184
O 0.3351 -0.6085 -0.5887
F -0.9224 -0.2298 -0.1474
F 0.0933 -0.1714 0.3139
H -0.1576 0.3019 0.2907
N -0.1518 -0.2726 0.3689
C 0.4455 -0.8033 -0.1409
H -0.3875 -0.3096 0.5520
C -0.4533 0.3444 -0.7251
C -0.6643 0.8905 0.2434
H -0.3136 0.2801 -0.0390
H 0.2625 0.1227 0.4307
C -0.0551 0.1357 -1.1475
H 0.1251 -0.1686 0.2867
H -0.3086 -0.6538 -0.2557
C -0.4347 1.1068 0.3176
C -1.3558 1.3274 0.9591
H -0.1417 0.1274 0.0872
H -0.0760 -0.0520 0.0697
N -0.8675 -1.3911 -0.9937
C -0.9987 -0.3362 -0.0062
S 0.2122 1.7371 -0.0152
S 1.7673 -0.9897 -2.0878
F 0.9125 1.4998 -0.4551
S 2.4479 -1.3166 -1.7315
H 0.1829 0.2458 -0.1425
H 0.3077 0.1135 -0.4827
H 0.1333 -0.2300 0.0457
H -0.0977 -0.2393 0.2704
H -0.2054 0.0203 0.1299
C -0.2791 0.9027 0.0295
C 0.5817 0.2960 -0.5231
O -1.3999 -1.9583 1.0763
H -0.1432 -0.3678 0.0886
H -0.1037 -0.6524 0.1216
C -0.3742 -0.1454 -0.2828
H -0.3146 0.3568 0.0238
H 0.0935 0.5918 0.0497
H -0.1356 0.3415 0.3453
Cl -0.2166 0.0821 0.3834
H -0.3555 0.0397 -0.2878
O 1.7630 -1.6454 0.5822
H 0.4479 -0.4558 0.1244
C 1.3796 -0.7265 0.1817
H 0.1887 0.0041 -0.0128
H 0.0215 -0.4118 -0.2504
H 0.1870 -0.5208 0.2053
F 1.9115 -1.2319 -2.5101
O -0.6007 0.6764 0.7346
H -0.0854 -0.3164 -0.1338
C -0.3340 -0.7488 0.5476
F 0.1529 -0.9358 1.8759
H -0.0662 -0.1309 0.3878
F 0.0563 0.9661 0.2613
C 1.2419 1.4404 1.9415
H 0.1755 0.0043 0.1884
C -0.0068 -0.5288 -0.5733
H 0.0638 0.0149 -0.3686
H 0.3126 0.1243 0.3683
F -0.2567 -1.1831 -0.7235
C -3.0440 -0.9917 -2.2009
H 0.1263 0.1636 0.2172
H -0.5591 -0.2562 -0.3845
H -0.3573 -0.5602 -0.2780
F 0.0318 -0.4421 -0.7125
H 0.1945 -0.1636 0.0152
O -1.1660 -0.8436 -2.1989
C 0.2313 1.9623 0.5064

Summary:
net charge: -2
E_tot: -9338.75988 a.u.